No. 1
Entry from the OMol25 dataset: a molecular structure, C11H16AuBF2N5OS (ωB97M-V with the def2-TZVPD basis set).

Cartesian coordinates (Å):
Au: -1.34241 -2.16840 -0.77129
O: 0.86227 -2.06840 -0.41717
N: 1.42295 -2.64688 0.63045
C: 2.56154 -3.33710 0.39387
C: 3.27104 -3.94466 1.39024
C: 2.77895 -3.84554 2.69845
C: 1.61918 -3.15920 2.92655
C: 0.88002 -2.52928 1.89071
S: -0.56963 -1.70656 2.15013
H: 2.83483 -3.34611 -0.65026
H: 4.17660 -4.48261 1.15103
H: 3.30645 -4.30877 3.52298
H: 1.20754 -3.06653 3.92107
C: -0.77717 1.30922 -2.03178
N: -0.66546 0.72193 -0.70674
C: -1.72266 1.26027 0.13923
N: -1.63677 2.72893 0.24715
C: -1.71554 3.28302 -1.10598
N: -0.66107 2.77916 -1.99210
C: 0.62996 3.10508 -1.37766
N: 0.78192 2.54537 -0.03365
C: 0.62374 1.08087 -0.13114
C: -0.31595 3.05626 0.79240
H: -1.74246 1.03539 -2.46321
H: 0.01519 0.90827 -2.66778
H: -1.63577 0.81606 1.13160
H: -2.69140 0.98604 -0.28418
H: -1.63398 4.37256 -1.04742
H: -2.68662 3.02627 -1.53521
H: 0.72668 4.19354 -1.32135
H: 1.42861 2.71477 -2.01302
H: 0.69881 0.63361 0.86090
H: 1.41820 0.66926 -0.75604
H: -0.22547 4.14423 0.86752
H: -0.23220 2.62456 1.79166
F: -4.10776 -3.29752 -1.10137
B: -3.18157 -2.40768 -1.53588
F: -3.70060 -1.67941 -2.56267

Cartesian forces (eV/Å) of the 3 atoms listed first:
Au -0.059 -0.028 0.017
O 0.037 0.018 -0.008
N -0.026 -0.024 -0.010

Summary:
Net charge = -1

Löwdin atomic charges, in units of e: 0.719, -0.339, -0.230, -0.051, -0.096, -0.109, -0.122, -0.743, 0.537, 0.126, 0.090, 0.095, 0.088, -0.181, -0.126, -0.194, -0.091, -0.194, -0.093, -0.196, -0.090, -0.191, -0.188, 0.123, 0.125, 0.086, 0.121, 0.115, 0.120, 0.115, 0.118, 0.094, 0.119, 0.115, 0.124, 0.050, -0.884, 0.040

***

No. 2
Entry from the OMol25 dataset: 3 unconnected molecules or ions with the total composition C11H16BrF6NO11S3 (ωB97M-V with the def2-TZVPD basis set).

Cartesian coordinates (Å):
O: 2.29414 5.66987 -2.51842
C: 1.60185 4.97799 -3.12226
Br: 1.72632 4.86524 -5.06740
C: 0.52825 4.16306 -2.30928
N: -0.06379 3.05224 -3.07020
C: 0.75638 1.81188 -3.02190
C: 1.52969 1.49152 -4.35797
C: 1.44356 -0.04685 -4.62377
C: 2.09943 -0.93424 -3.53627
F: 2.94762 -1.79861 -4.19872
F: 2.89662 -0.24879 -2.67397
C: 1.09494 -1.87364 -2.77761
F: 1.83904 -2.82244 -2.16588
F: 0.27219 -2.48381 -3.62144
F: 0.41052 -1.24135 -1.81524
S: -1.62841 2.73581 -2.57951
O: -1.67659 1.93181 -1.39806
O: -2.39964 3.91707 -2.41137
F: -2.28319 1.91114 -3.79737
H: 1.00310 3.81640 -1.36280
H: -0.22121 4.92351 -1.99480
H: 0.05930 0.96020 -2.86071
H: 1.51691 1.82320 -2.20928
H: 2.55154 1.90816 -4.39952
H: 0.93980 1.97505 -5.17006
H: 1.92485 -0.28080 -5.59826
H: 0.36585 -0.28281 -4.77346
O: 1.27520 -0.54746 4.21087
S: 1.42128 -1.79200 3.54216
O: 1.93521 -2.94609 4.18488
O: 2.26226 -1.53525 2.18663
C: 1.49292 -1.95898 1.06078
C: 0.04665 -1.78678 1.48231
O: 0.01530 -2.17363 2.85892
H: 1.72551 -3.00848 0.86367
H: 1.74213 -1.36394 0.18662
H: -0.63393 -2.40142 0.89692
H: -0.26253 -0.73976 1.41706
O: -1.76503 -3.98951 6.02369
S: -2.06776 -2.85178 5.23388
O: -1.57404 -2.68551 3.90902
O: -1.70604 -1.53470 6.08879
C: -2.86774 -0.71587 6.23670
C: -4.03768 -1.67936 6.19476
O: -3.67330 -2.65238 5.21420
H: -2.90043 -0.01523 5.39880
H: -2.82365 -0.15989 7.17102
H: -4.97041 -1.19040 5.92200
H: -4.16300 -2.19239 7.15187

Cartesian forces (eV/Å) of the 3 atoms listed first:
O 2.068 1.982 1.135
C -2.151 -2.050 -0.067
Br -0.271 -0.053 0.249

Summary:
SMILES = O=C(Br)CN(CCCC(F)(F)C(F)(F)F)S(=O)(=O)F.O=S1(=O)OCCO1.O=S1(=O)OCCO1

Löwdin atomic charges, in units of e: 0.082, -0.775, 0.748, -0.155, -0.233, -0.192, -0.176, -0.067, -0.400, 0.090, 0.123, -0.539, 0.151, 0.188, 0.159, 0.642, -0.243, -0.238, -0.141, 0.148, 0.140, 0.097, 0.137, 0.105, 0.094, 0.138, 0.135, -0.218, 0.622, -0.207, -0.183, -0.178, -0.151, -0.284, 0.136, 0.110, 0.140, 0.139, -0.205, 0.654, -0.220, -0.180, -0.167, -0.175, -0.187, 0.134, 0.135, 0.134, 0.133

***

no.,E_tot (eV),HOMO energy (eV)
1,-41807.1026,-4.0
2,-154528.4556,-10.7